w) The following is a quantum chemistry calculation of an isolated ion of composition C3H6NO2 and charge -1, from OMol25.

Each line ends with the Mulliken charge.
Cartesian coordinates (Å):
1 N 1.7404 -0.7093 -0.9344  -0.748
2 C 1.4726 0.5957 -0.2687  -0.494
3 C -0.0014 0.9575 -0.2385  -0.435
4 C -1.0229 -0.0313 0.4491  0.477
5 O -0.6185 -1.1790 0.7878  -0.731
6 O -2.1545 0.4540 0.5869  -0.725
7 H 1.2797 -0.6478 -1.8297  0.229
8 H 1.2377 -1.4241 -0.4118  0.335
9 H 2.0422 1.2924 -0.8945  0.320
10 H 1.8554 0.4803 0.7445  0.318
11 H -0.1484 1.9379 0.2439  0.246
12 H -0.4498 1.1692 -1.2176  0.207

Computed properties:
Multiplicity: 1
Charge: -1
SMILES: NCCC(=O)[O-]



x) The following is a quantum chemistry calculation of an isolated ion of composition C3H6NO2 and charge -1, from OMol25.

Each line ends with the Mulliken charge.
Cartesian coordinates (Å):
1 O -1.3598 0.0320 -2.6212  -0.657
2 C -0.9727 0.0162 -1.4200  0.030
3 N -0.0581 0.7844 -0.8105  -0.089
4 C 0.0710 0.5764 0.6502  -0.418
5 C 0.6431 -0.7547 1.0933  -0.365
6 O 1.4350 -0.6606 2.2229  -0.864
7 H -1.4306 -0.7278 -0.8363  0.278
8 H 0.6450 1.3667 -1.2431  0.250
9 H -0.8525 0.7192 1.0736  0.257
10 H 0.8861 1.2614 0.8941  0.328
11 H 1.2211 -1.1809 0.1792  0.135
12 H -0.2277 -1.4323 0.8178  0.116

Computed properties:
Multiplicity: 1
Charge: -1
SMILES: O=CNCC[O-]



y) The following is a quantum chemistry calculation of a 2-piece molecular cluster, C3H6NO2 overall, from OMol25.

Each line ends with the Mulliken charge.
Cartesian coordinates (Å):
1 C 0.8682 -0.2346 1.5190  -0.445
2 C -0.9653 0.9410 0.7915  -0.119
3 N -0.1358 0.8059 1.7488  -0.510
4 H 1.8285 -0.0113 1.9759  0.234
5 H 0.5181 -1.1440 2.0248  0.201
6 H 0.9349 -0.4632 0.4508  0.183
7 H -1.7101 1.6984 0.9999  0.268
8 H -0.7809 0.7448 -0.2789  0.160
9 O 0.8844 -0.0988 -1.7438  -0.679
10 C -0.1171 -0.5657 -2.3156  0.011
11 O -1.3248 -0.2440 -2.1532  -0.696
12 H 0.0000 -1.4288 -3.0194  0.391

Computed properties:
Multiplicity: 1
Charge: -1



z) The following is a quantum chemistry calculation of a 2-piece molecular cluster, C3H6NO2 overall, from OMol25.

Each line ends with the Mulliken charge.
Cartesian coordinates (Å):
1 C -0.3133 -1.2266 1.8666  -0.833
2 C -0.7202 -0.0419 1.3409  0.078
3 N -1.0425 0.0118 -0.0153  -0.604
4 H -0.4073 -2.1070 1.2266  0.203
5 H -0.0972 -1.4754 2.9012  0.266
6 H -0.5507 0.8053 1.9938  0.302
7 H -1.5409 -0.8353 -0.2644  0.226
8 H -0.4048 0.2180 -0.8465  0.334
9 O 0.6315 0.0627 -2.0773  -0.720
10 C 1.2525 1.1824 -2.0711  0.050
11 O 0.9203 2.3053 -2.4268  -0.595
12 H 2.2727 1.1008 -1.6277  0.293

Computed properties:
Multiplicity: 1
Charge: -1



w) comes first in stability; the runner-up is 1.216 eV higher.